Record 1
A cluster of 2 separate species, CH6NPS in total in a non-equilibrium geometry. Source: OMol25; level of theory: the ωB97M-V functional and the def2-TZVPD basis.

Summary:
Orbital gap (spin up / spin down)   6.21 / 6.21 eV
E_LUMO (spin up / spin down)   -0.07425 / -0.07423 hartree

The geometry in XYZ format:
```
10
Properties=species:S:1:pos:R:3:nbo_charge:R:1
C 1.019 1.011 -0.038 -0.9965
N 0.657 -1.694 0.544 -1.0925
P 0.145 -0.561 -0.419 1.3885
S -3.042 0.523 -0.107 -0.5548
H 1.079 1.027 1.136 0.2729
H 2.085 1.336 -0.321 0.2743
H 0.528 1.862 -0.252 0.2535
H 0.444 -2.666 0.267 0.3955
H 0.047 -0.647 -1.765 -0.0360
H -2.961 -0.192 0.955 0.0951
```

Record 2
A structure of composition C2H4N4O2 in a non-equilibrium geometry. Source: OMol25; level of theory: the ωB97M-V functional and the def2-TZVPD basis.

Summary:
Orbital gap   10.41 eV
E_LUMO   -0.01065 hartree

The geometry in XYZ format:
```
12
Properties=species:S:1:pos:R:3:nbo_charge:R:1
C 0.565 0.721 0.264 0.6017
C -1.499 0.098 -0.062 0.8495
H 2.889 1.123 -0.062 0.4608
H 1.680 2.221 -0.696 0.4301
H 2.835 -1.090 0.069 0.3156
H 1.805 -0.601 -1.041 0.3407
N 1.819 1.238 -0.133 -0.8909
N -0.638 1.152 0.139 -0.5812
N 0.604 -0.722 0.663 -0.0248
N 1.644 -1.443 -0.307 -0.6001
O -2.665 0.114 -0.204 -0.5242
O -0.786 -1.131 -0.047 -0.3770
```

Record 3
A cluster of 14 separate species, C14H56N28O14 in total in a non-equilibrium geometry. Source: OMol25; level of theory: the ωB97M-V functional and the def2-TZVPD basis.

Summary:
Orbital gap   8.46 eV
E_LUMO   -0.01324 hartree

The geometry in XYZ format:
```
112
Properties=species:S:1:pos:R:3:lowdin_charge:R:1
C -22.990 -14.779 -13.296 -0.8494
O -24.131 -14.685 -12.902 0.0301
N -22.089 -13.873 -13.122 0.1734
N -22.559 -15.657 -14.086 0.1668
H -22.369 -12.997 -12.704 0.1238
H -21.135 -14.203 -13.136 0.0551
H -23.221 -16.311 -14.479 0.0421
H -21.699 -15.442 -14.570 0.1092
C -26.886 -21.959 -11.157 -0.7632
O -27.925 -21.290 -10.856 -0.0277
N -25.765 -21.502 -11.471 0.1956
N -26.807 -23.226 -11.008 0.1747
H -25.661 -20.503 -11.578 0.0508
H -24.946 -22.082 -11.364 0.0867
H -27.461 -23.723 -10.421 0.1282
H -26.098 -23.766 -11.484 0.1120
C -21.978 -16.725 -8.676 -0.7240
O -20.796 -17.107 -8.511 -0.0175
N -22.597 -16.694 -9.794 0.1901
N -22.863 -16.401 -7.738 0.1674
H -22.175 -17.126 -10.604 0.0890
H -23.595 -16.541 -9.776 0.1232
H -23.813 -16.163 -7.988 0.1154
H -22.393 -16.141 -6.883 0.1168
C -23.324 -20.452 -6.216 -0.7319
O -23.042 -20.276 -7.421 -0.0391
N -24.363 -21.223 -5.845 0.1838
N -22.594 -20.011 -5.286 0.2094
H -24.373 -21.481 -4.869 0.1112
H -24.873 -21.718 -6.563 0.1029
H -22.712 -20.277 -4.319 0.1264
H -22.083 -19.151 -5.429 0.1406
C -21.468 -23.669 -13.271 -0.8463
O -21.559 -24.572 -14.032 0.0548
N -22.367 -23.479 -12.399 0.1816
N -20.514 -22.756 -13.348 0.1741
H -22.255 -22.754 -11.705 0.0793
H -23.243 -23.973 -12.497 0.1212
H -20.780 -21.875 -12.931 0.0922
H -19.943 -22.863 -14.174 0.1034
C -23.664 -23.597 -8.780 -0.7318
O -23.638 -23.014 -9.862 0.0043
N -24.419 -24.628 -8.635 0.1644
N -23.042 -23.415 -7.645 0.1829
H -24.562 -25.208 -7.821 0.1245
H -24.771 -24.957 -9.523 0.1163
H -22.949 -24.241 -7.071 0.1245
H -22.620 -22.531 -7.396 0.0717
C -26.654 -19.169 -8.146 -0.7811
O -26.529 -18.458 -7.118 -0.0415
N -25.750 -19.999 -8.604 0.1980
N -27.697 -19.068 -8.836 0.1909
H -24.809 -19.999 -8.238 0.0543
H -26.073 -20.421 -9.463 0.0668
H -27.896 -19.709 -9.591 0.0716
H -28.331 -18.335 -8.552 0.1369
C -22.413 -20.976 -16.038 -0.8684
O -22.209 -20.471 -15.002 0.0565
N -23.249 -20.595 -16.893 0.2042
N -21.814 -22.018 -16.510 0.1913
H -23.358 -21.138 -17.737 0.1294
H -23.679 -19.711 -16.660 0.1175
H -21.026 -22.343 -15.968 0.0923
H -22.091 -22.512 -17.346 0.1267
C -23.758 -19.190 -11.800 -0.7342
O -24.957 -18.988 -11.572 -0.0316
N -23.188 -18.510 -12.790 0.2163
N -23.070 -19.836 -10.951 0.2359
H -23.777 -18.273 -13.575 0.0837
H -22.236 -18.813 -12.940 0.0887
H -23.473 -20.125 -10.072 0.1041
H -22.134 -20.003 -11.293 0.1176
C -28.672 -17.466 -12.348 -0.7331
O -29.199 -16.338 -12.470 -0.0124
N -29.300 -18.674 -12.477 0.1530
N -27.501 -17.646 -11.859 0.1622
H -30.234 -18.742 -12.854 0.1028
H -28.752 -19.505 -12.305 0.0643
H -26.973 -18.506 -11.878 0.0626
H -27.009 -16.815 -11.563 0.1312
C -25.311 -17.472 -15.911 -0.7005
O -24.185 -17.186 -15.511 0.0051
N -26.369 -17.904 -15.254 0.2005
N -25.606 -17.311 -17.186 0.1619
H -27.247 -17.598 -15.648 0.1216
H -26.250 -18.050 -14.262 0.0999
H -26.561 -17.355 -17.511 0.1140
H -24.912 -16.790 -17.703 0.1252
C -19.177 -15.562 -12.952 -0.7480
O -19.581 -14.909 -13.889 0.0200
N -19.919 -16.494 -12.374 0.1791
N -17.964 -15.524 -12.421 0.1815
H -20.883 -16.564 -12.669 0.0699
H -19.493 -17.157 -11.743 0.1136
H -17.665 -16.277 -11.818 0.1143
H -17.284 -15.127 -13.053 0.1222
C -18.620 -18.984 -15.859 -0.7921
O -17.526 -19.094 -16.383 0.0385
N -19.425 -20.029 -15.700 0.1496
N -19.221 -17.985 -15.393 0.1886
H -20.369 -19.897 -15.367 0.0496
H -19.089 -20.904 -16.077 0.1086
H -18.870 -17.040 -15.324 0.1172
H -19.905 -18.224 -14.689 0.1023
C -19.468 -20.521 -7.557 -0.8346
O -18.682 -19.860 -6.936 0.0434
N -20.100 -20.050 -8.541 0.1864
N -19.744 -21.774 -7.221 0.1663
H -20.131 -19.043 -8.614 0.0787
H -20.904 -20.559 -8.881 0.0856
H -20.526 -22.236 -7.662 0.0723
H -19.303 -22.150 -6.393 0.1135
```